# 1
A 3-piece molecular cluster, C3H11N2O overall, computed with ωB97M-V/def2-TZVPD.

Output
- E_tot: -8290.8531 eV
- Kohn-Sham gap (spin up / spin down): 5.57 / 5.38 eV
- Energy relative to the best compared isomer or geometry (same formula, charge and spin): 709.67 kJ/mol
- 2S+1: 2
- Total charge: +2

Last column: Mulliken spin population.
Element x y z (Å)
C  -1.924  0.070  -1.360  0.05
C  -0.762  -0.087  -0.449  0.09
C  -0.754  0.466  0.924  -0.22
N  0.448  0.465  1.578  0.36
N  0.310  -0.834  -0.835  -0.02
H  -1.614  0.402  -2.356  0.00
H  -2.679  0.760  -0.981  0.00
H  -2.426  -0.905  -1.424  0.00
H  -1.557  1.126  1.261  0.02
H  0.549  -0.351  2.200  -0.02
H  1.256  0.509  0.936  -0.03
H  -1.053  -1.933  1.402  0.76
H  0.230  -1.227  -1.777  0.00
H  -0.092  -1.421  0.034  0.01
H  3.242  1.089  -0.502  0.00
H  3.491  1.266  1.020  0.00
O  3.334  0.606  0.330  0.00

=====

# 2
C11H17N10OPPm as an isolated structure, computed with ωB97M-V/def2-TZVPD.

Output
- E_tot: -54468.4134 eV
- Kohn-Sham gap (spin up / spin down): 8.69 / 8.75 eV
- Energy relative to the best compared isomer or geometry (same formula, charge and spin): 49.03 kJ/mol
- 2S+1: 5
- Total charge: +1

Last column: Mulliken spin population.
Element x y z (Å)
Pm  0.174  -0.089  0.230  3.99
O  -1.752  1.432  0.597  0.00
C  -1.559  2.582  1.434  0.00
C  -0.100  2.980  1.528  0.00
C  0.245  4.223  2.049  0.00
C  1.581  4.516  2.264  0.00
C  2.530  3.550  1.954  0.00
C  2.110  2.359  1.392  0.00
N  0.817  2.072  1.168  0.00
H  -2.586  1.023  0.886  0.00
H  -1.886  2.354  2.459  0.00
H  -2.154  3.417  1.038  0.00
H  -0.526  4.938  2.289  0.00
H  1.873  5.472  2.670  0.00
H  3.578  3.725  2.138  0.00
H  2.829  1.590  1.110  0.00
N  2.078  -2.492  1.817  0.00
C  2.773  -1.894  0.776  0.00
N  3.920  -2.242  0.223  0.00
N  4.091  -1.402  -0.779  0.00
N  3.129  -0.564  -0.861  0.00
N  2.245  -0.811  0.139  0.01
C  0.863  -1.851  2.034  0.01
N  0.675  -0.732  2.752  -0.01
N  -0.563  -0.365  2.505  0.01
N  -1.117  -1.195  1.655  -0.01
N  -0.234  -2.129  1.307  -0.01
H  2.614  -2.798  2.617  0.00
C  -0.762  1.523  -3.439  0.00
P  0.536  0.657  -2.474  0.00
C  1.826  1.956  -2.393  0.00
C  1.263  -0.438  -3.740  0.00
H  -0.347  1.894  -4.376  0.00
H  -1.142  2.364  -2.860  0.00
H  -1.577  0.839  -3.666  0.00
H  1.999  2.350  -3.394  0.00
H  2.739  1.500  -2.005  0.00
H  1.518  2.777  -1.746  0.00
H  1.507  0.163  -4.617  0.00
H  0.560  -1.220  -4.026  0.00
H  2.174  -0.887  -3.343  0.00